[1]
A molecular structure, C25H41Cl3N3O3SSiZn at a distorted geometry, computed with the ωB97M-V functional and the def2-TZVPD basis.

Geometry as XYZ:
```
78
Properties=species:S:1:pos:R:3:forces:R:3:mulliken_charge:R:1
C -1.3598 -2.0779 -3.1890 0.0 0.3 -0.3 -1.429
C -0.9566 -2.9356 -2.0447 0.6 -0.5 0.9 0.389
H -1.5141 -2.6617 -4.0955 -0.2 0.1 0.0 0.479
H -0.5747 -1.3386 -3.4112 -0.3 -0.3 0.2 -0.186
H -2.2740 -1.5319 -2.9205 0.2 0.0 -0.2 0.358
C -0.4441 -4.1654 -2.1941 -0.6 0.5 0.0 0.221
C -0.2614 -4.8358 -3.5117 0.3 -0.3 -0.4 -1.659
H -0.1647 -4.7641 -1.3301 -0.1 0.2 0.0 0.481
H -0.1810 -4.1346 -4.3461 0.0 -0.1 0.1 0.408
H -1.0689 -5.5377 -3.7534 0.0 0.0 0.1 0.256
H 0.6666 -5.4095 -3.4822 0.0 -0.1 -0.2 0.369
Zn -0.5959 1.0076 -0.9277 0.5 -2.4 1.8 2.286
Cl -2.7373 0.7130 -0.4104 -0.5 0.4 -0.1 -0.711
Cl 1.1067 2.4508 -0.7127 0.2 0.1 0.0 -0.775
H 0.9307 3.7047 3.8999 0.0 0.0 -0.2 0.253
H -1.1008 5.6289 3.5381 0.1 -0.1 -0.3 0.317
C 0.9984 3.8738 2.8151 -0.1 0.1 -0.2 -0.953
C -0.8989 5.4409 2.4691 0.0 -0.2 0.0 -0.959
N -0.3191 4.1250 2.2489 -0.2 0.4 0.2 0.404
H 1.4374 3.0013 2.3249 -0.1 0.1 0.1 0.233
C -1.0558 3.1422 1.6896 0.4 -1.8 -0.3 -0.426
O -0.6787 1.9729 1.5300 -0.7 2.3 0.7 -0.378
H -1.8438 5.5027 1.9142 0.2 0.1 0.2 0.303
H -2.0611 3.4826 1.3548 0.3 -0.1 0.1 0.450
H 1.6145 4.7646 2.6317 0.0 -0.3 0.0 0.361
H -0.2138 6.2194 2.1036 -0.2 -0.2 0.1 0.312
H 1.8868 -1.4441 -2.6943 0.2 0.0 0.2 0.093
H 2.3465 -3.8093 -1.4635 0.2 0.1 0.1 0.205
C 2.8662 -1.1831 -2.2627 -0.1 -0.1 -0.1 -0.896
C 3.2553 -3.3169 -1.0836 -0.5 0.1 0.1 -0.937
N 3.0475 -1.8835 -1.0064 0.5 0.1 0.1 0.413
H 2.8984 -0.1057 -2.0805 0.0 -0.2 0.0 0.260
C 3.3041 -1.1897 0.1408 0.2 0.8 -0.2 0.147
O 3.5631 0.0094 0.1987 -0.3 -1.1 0.0 -0.592
H 3.4791 -3.7085 -0.0810 -0.1 0.1 -0.3 0.330
H 3.2302 -1.8129 1.0539 0.2 0.0 -0.2 0.234
H 3.6606 -1.4771 -2.9687 -0.1 0.2 0.1 0.384
H 4.0863 -3.5698 -1.7647 -0.1 0.2 0.2 0.314
O -0.0425 -1.2533 -0.6494 0.9 1.8 -0.8 -0.446
C -1.0019 -2.2083 -0.6814 -0.7 0.0 -0.2 0.406
C 0.2756 -3.7608 0.8510 -0.1 -0.2 0.2 0.692
C -0.9394 -3.2107 0.4705 -0.2 0.4 -0.6 -0.521
H 1.1739 -3.3792 0.3699 -0.2 -0.1 0.2 0.207
C 0.3133 -4.7546 1.8224 -0.2 0.2 -0.3 -0.913
H -1.9894 -1.7131 -0.6074 -0.2 -0.5 -0.1 0.262
C -2.1211 -3.5937 1.0933 0.0 -0.2 0.1 -0.606
H 1.2788 -5.1532 2.1096 -0.1 -0.2 0.1 0.378
C -0.8764 -5.2078 2.3943 -0.3 0.1 0.1 -0.591
C -2.1000 -4.6097 2.0537 0.2 0.2 -0.1 -0.656
H -3.0407 -3.0672 0.7925 0.4 -0.4 0.3 0.378
H -0.8494 -6.0145 3.1215 0.0 0.1 0.0 0.350
H -3.0366 -4.9048 2.5359 0.4 -0.1 -0.1 0.355
Si -0.4244 3.3476 -3.1821 0.1 -0.9 -0.9 0.377
Cl -0.5575 1.1308 -3.2526 -0.3 1.2 -1.1 -0.343
C 1.3966 3.5871 -3.5425 0.5 0.3 -0.1 -0.966
C -1.5135 4.0189 -1.8184 -0.1 -0.1 0.1 -0.499
C -1.2667 3.9236 -4.7880 0.0 -0.1 -0.1 -1.181
H 2.0200 2.7317 -3.2370 -0.4 0.4 0.0 0.239
H 1.7940 4.4881 -3.0502 -0.1 -0.3 -0.1 0.325
H 1.5224 3.7230 -4.6289 -0.1 0.0 0.2 0.310
H -0.6760 3.6511 -5.6781 -0.2 0.0 0.3 0.291
H -1.3506 5.0220 -4.7841 0.0 -0.2 0.1 0.323
H -2.2793 3.5212 -4.9044 0.1 0.0 0.1 0.316
H -1.6164 3.4056 -0.9234 0.2 0.0 -0.2 -0.220
H -2.5216 4.1539 -2.2183 0.1 0.0 -0.1 0.313
H -1.1417 4.9925 -1.5015 0.1 0.2 0.0 0.308
S 0.3924 -0.8556 2.0410 -0.4 0.2 0.9 0.144
C -0.0053 -0.0441 3.4382 -0.2 -0.9 -1.8 -0.162
N -1.3237 0.2993 3.6778 -0.2 0.7 0.8 -0.020
C -1.7141 1.1062 4.7100 0.7 -0.3 0.1 -0.333
C -0.7838 1.5521 5.6256 -1.6 0.2 -0.4 -0.641
C 0.5593 1.2027 5.4284 1.3 -1.0 -0.8 -0.369
C 0.9457 0.4115 4.3627 0.0 1.2 1.7 -0.745
H -1.9785 0.0870 2.9280 0.3 -0.1 0.1 0.277
H -2.7771 1.3291 4.7520 0.2 0.0 0.0 0.413
H -1.1012 2.2009 6.4389 0.1 -0.2 -0.2 0.367
H 1.3113 1.5370 6.1322 0.0 0.1 0.0 0.383
H 1.9711 0.1614 4.1197 0.0 0.1 0.3 0.438
```
Forces are in eV/Å.

Calculated values
energy relative to the best compared isomer or geometry (same formula, charge and spin) = 0.0 kcal per mole
charge = -1

=====

[2]
A gas-phase ion, C8H7O4 (charge -1) at a distorted geometry, computed with the ωB97M-V functional and the def2-TZVPD basis.

Geometry as XYZ:
```
19
Properties=species:S:1:pos:R:3:forces:R:3:mulliken_charge:R:1
C -1.7123 0.4593 -1.4561 1.2 -0.5 1.3 -1.053
C -0.3729 0.2976 -1.2682 -1.7 -0.2 -0.8 -0.533
C -2.6554 0.1268 -0.3543 0.3 2.5 -0.9 0.091
C -3.3589 1.1718 0.0665 -1.7 1.8 -0.5 0.780
C -2.6516 -1.0845 0.3061 -0.5 -3.2 2.5 0.020
C 0.2777 -0.1954 1.2689 -2.2 2.8 1.6 -0.701
C 0.4523 0.0853 -0.1639 2.6 -1.2 1.5 0.985
C 0.7912 1.2519 0.9656 -0.8 -0.7 1.2 -0.810
O -3.4573 -1.4480 1.1739 0.5 0.5 -0.7 -0.628
O -4.0065 2.1422 0.1979 1.3 -1.7 0.2 -0.417
O 1.6814 -0.6296 -0.5026 0.4 1.6 -0.4 -0.632
O 2.1740 1.3318 1.4740 -1.2 2.4 -2.2 -0.311
H -2.1531 0.6067 -2.4059 -0.1 0.2 -0.9 0.456
H 0.2465 0.1591 -2.1135 0.4 0.4 -1.3 0.309
H -1.8137 -1.7817 0.0608 -0.3 0.4 -0.3 0.368
H -0.7252 -0.0802 1.7545 0.9 -0.8 -0.4 0.226
H 1.0325 -0.8124 1.7492 -0.4 -0.5 -0.1 0.287
H 2.2761 0.1106 -0.2268 0.4 -1.1 -0.6 0.339
H 2.4541 0.4791 1.6658 1.0 -2.7 0.9 0.227
```
Forces are in eV/Å.

Calculated values
energy relative to the best compared isomer or geometry (same formula, charge and spin) = 98.1 kcal per mole
charge = -1

=====

[3]
C7H7Cl2NO in the gas phase at a distorted geometry, computed with the ωB97M-V functional and the def2-TZVPD basis.

Geometry as XYZ:
```
18
Properties=species:S:1:pos:R:3:forces:R:3:mulliken_charge:R:1
C -0.4035 -0.1557 -2.3196 2.9 0.8 -1.5 -0.464
C -0.3715 -0.5856 0.1330 -1.4 1.4 0.5 -0.032
C 0.7858 0.4754 -2.1189 -0.9 1.1 -1.3 0.358
C -1.2904 0.9607 1.9494 0.2 0.4 1.9 -0.190
C -0.8837 -0.9734 -1.1964 0.9 -1.1 -0.2 -0.649
C 1.4741 0.4018 -0.8460 -1.1 -2.1 2.1 0.202
C -0.1397 0.4493 2.9362 -1.2 1.2 0.3 -0.669
N 0.9316 -0.1823 0.1828 2.8 1.6 -1.1 -0.479
O -1.3225 0.5711 0.7449 0.8 -0.6 -0.5 -0.080
Cl 1.5194 1.5654 -3.2958 -0.5 -0.6 0.2 -0.196
Cl 3.1299 0.8033 -0.7044 0.1 0.3 -0.1 -0.137
H -0.8025 -0.1570 -3.3817 0.1 0.0 1.7 0.337
H -0.5760 -1.3306 0.8477 -0.1 -1.1 0.8 0.534
H -1.9184 -0.8844 -1.2524 -2.1 -0.7 0.4 0.359
H -0.4991 -2.0323 -1.2027 -0.8 0.6 -0.9 0.309
H 0.2404 1.3527 3.5884 -0.9 -1.8 -1.4 0.266
H 0.6219 0.0809 2.2868 1.1 -0.4 0.1 0.291
H -0.4957 -0.3594 3.6489 0.1 1.0 -0.9 0.241
```
Forces are in eV/Å.

Calculated values
energy relative to the best compared isomer or geometry (same formula, charge and spin) = 108.7 kcal per mole